No. 1
63
Properties=species:S:1:pos:R:3:forces:R:3:mulliken_charge:R:1 method="wB97M-V/def2-TZVPD" e_lumo_ha=0.01757 gap_ev=9.2 e_homo_ha=-0.322
O 3.30348 1.25247 -1.79857 0.1 -0.8 -1.7 -0.3848
H -0.53406 3.57879 -6.07695 -0.4 0.0 -0.2 0.3179
H 1.92034 -10.61546 2.62367 -0.1 0.2 0.3 0.3030
H -3.89967 8.01880 4.71625 0.0 0.0 0.5 0.3158
C 3.52486 4.79592 9.33076 -0.2 0.6 0.3 -0.9229
C 2.04144 0.69088 -1.34632 0.6 0.4 -2.2 0.3523
S 3.95254 3.92985 7.77548 -0.9 1.7 -2.1 0.4832
H -0.48513 -7.81801 1.28922 -0.1 -0.2 0.1 0.2829
H -5.87671 5.80296 4.73828 0.0 0.2 0.5 0.3332
C -5.04733 5.09885 4.80500 -0.2 0.7 0.6 -0.8466
C -0.80030 3.50414 -7.13129 -0.7 -0.2 -0.8 -0.8947
C 3.78821 2.14031 -0.92622 -0.6 -2.0 -0.7 0.6704
H -2.71385 7.05390 5.76141 -0.4 0.2 0.2 0.2886
H 4.11845 4.41545 10.16203 0.2 0.2 -0.2 0.3067
H -2.17371 -4.84315 -5.20581 -0.2 -0.3 0.0 0.2777
C 1.93071 -0.77041 -1.66373 -0.6 0.4 0.0 -1.3930
O 5.03814 4.60976 6.94414 -1.0 -0.7 1.8 -0.5938
H -2.22530 7.78933 4.27287 -0.1 -0.6 -0.6 0.3124
S -0.54248 -6.24838 -6.29105 2.4 3.2 -0.3 0.4580
H -4.76831 4.81437 5.81956 -0.1 0.2 0.0 0.2930
H -2.07106 2.93511 -9.72321 0.1 0.1 0.0 0.3719
H 0.93760 -1.16240 -1.44423 -0.1 0.2 0.8 0.3734
H -5.42981 4.22324 4.28050 0.7 0.0 -0.3 0.3036
H -0.86745 -8.07584 -4.80673 -0.2 0.0 0.0 0.3122
S -3.68887 5.83227 3.89084 1.9 -2.0 -2.2 0.4659
H -2.01227 -4.31684 -6.85039 0.9 -0.2 -0.2 0.3331
H 2.47628 4.69742 9.61157 -0.2 -0.9 -0.4 0.3496
O -3.02596 1.57419 -6.56593 2.9 1.2 -1.5 -0.6062
S 1.67683 -8.23204 2.23079 0.1 -0.6 -1.4 0.4865
H 0.19656 -6.31098 1.75256 0.6 0.0 0.2 0.3187
C 2.02106 1.10669 0.06762 -0.7 0.0 0.1 -0.3082
O 0.61959 -5.17930 -6.30333 -2.2 -2.5 0.2 -0.6305
C 1.07339 -9.96976 2.39164 -0.5 1.2 0.0 -0.8353
H -3.41991 1.92349 -9.25848 0.0 -0.1 0.0 0.3141
O 2.26683 -8.26236 0.83342 -0.6 0.6 1.2 -0.6026
H 1.03344 1.56295 0.13500 0.3 0.6 1.1 0.2663
H -1.27226 4.37104 -7.59371 -0.8 0.2 0.9 0.3007
H 3.54032 5.88324 9.25597 0.9 0.1 -0.3 0.3426
H 2.68255 -1.28892 -1.06876 0.1 -0.5 -0.8 0.3526
H 0.09932 3.55406 -7.74472 0.4 -1.1 0.1 0.3431
H 1.49133 4.01894 7.04501 0.1 0.0 0.3 0.3593
C 0.04625 -7.33081 2.10676 0.0 -0.5 -0.8 -0.9071
C -2.76539 2.72254 -8.91030 0.1 -0.7 -0.8 -0.9697
H -0.59643 -7.27584 2.98542 0.4 -0.4 0.2 0.3510
C -3.07227 7.31087 4.76462 -0.3 -0.6 0.7 -0.8420
H -3.40837 3.58467 -8.73311 0.4 0.0 0.7 0.3462
O 3.12989 2.00889 0.18066 -2.4 0.1 3.6 -0.3221
C -2.01628 -5.20690 -6.22120 -0.7 -0.2 0.2 -0.8431
H -2.83926 -5.79559 -6.62648 -0.3 -0.2 0.5 0.3188
O 4.71380 2.83615 -1.05737 1.8 1.6 -0.8 -0.5182
H 0.28207 -9.92110 3.13966 0.2 -0.5 0.2 0.3133
H 1.85828 -0.85167 -2.74828 1.2 -0.5 -0.1 0.3518
H 2.06560 0.22766 0.71060 0.5 0.4 0.4 0.3132
H 0.51151 -7.09573 -4.42522 0.0 0.2 0.1 0.3015
C 2.41111 4.57658 6.86857 0.7 -0.3 -0.4 -0.9663
H 2.28822 5.65499 6.96871 0.1 0.0 0.8 0.3061
H 0.65770 -10.26342 1.42775 0.0 0.2 0.0 0.2893
H 2.66049 4.51487 5.80928 0.2 -0.6 0.0 0.3356
S -1.85797 1.93576 -7.55357 -2.1 0.6 1.5 0.4765
H 1.31420 1.21969 -1.96242 -0.3 0.1 0.2 0.2465
H -1.09713 -6.61110 -3.81852 0.0 0.4 -0.4 0.3023
O -2.61306 4.71812 3.81820 -1.4 2.0 0.6 -0.6243
C -0.55209 -7.04314 -4.65778 0.3 -0.5 -0.1 -0.8298

No. 2
16
Properties=species:S:1:pos:R:3:forces:R:3:mulliken_charge:R:1 method="wB97M-V/def2-TZVPD" e_lumo_ha=-0.11578 gap_ev=11.3 smiles="NC(=[NH2+])[C@@H]1CCO1" total_charge=+1 e_homo_ha=-0.530
H 0.39607 -0.52277 -1.86150 -0.5 0.8 0.6 0.4272
H -3.05290 -0.68168 0.12193 -0.7 -0.5 0.2 0.2516
N -1.45804 1.41355 0.31321 1.4 -0.2 -0.5 -0.2821
C 1.27837 -0.80223 0.15654 1.1 -2.9 0.8 -0.4938
H -0.63948 1.98481 0.28514 0.8 0.4 -0.2 0.2324
H -2.15984 1.85968 0.84978 -1.4 -0.4 0.3 0.2124
C 0.42759 -0.05919 -0.84666 -3.1 -0.4 1.0 -0.0147
N -2.19617 -0.71788 -0.38077 2.7 1.6 -0.1 -0.3531
O 1.13504 1.09984 -0.68229 0.7 1.4 -0.8 -0.4805
C 2.05039 0.53595 0.27266 2.0 -1.0 2.3 -0.3218
H 0.92519 -1.26765 1.12560 -0.2 0.7 -1.3 0.2857
H 1.82719 -1.69352 -0.41148 -0.8 2.1 1.3 0.2893
C -1.28856 0.24949 -0.24644 1.5 -0.5 -0.9 0.4898
H 3.14651 0.31363 0.08412 -1.2 1.0 -1.2 0.2525
H -1.67205 -1.52348 -0.66382 -1.1 -1.1 -0.1 0.2562
H 2.17368 1.13115 1.26049 -1.2 -1.0 -1.5 0.2488

No. 3
21
Properties=species:S:1:pos:R:3:forces:R:3:mulliken_charge:R:1 method="wB97M-V/def2-TZVPD" e_lumo_ha="-0.01372 / -0.01770" gap_ev="7.6 / 6.4" e_homo_ha="-0.292 / -0.254"
C -0.99373 1.39627 -0.52152 0.1 0.2 1.4 0.6064
N 1.14599 0.97081 -0.01525 -1.2 -1.4 1.1 0.4994
C 2.35211 -2.80328 -1.21121 1.0 0.1 0.9 -0.3187
F 3.40505 0.76978 -0.02299 -0.7 0.0 -0.1 -0.2912
H -2.47862 -1.16366 2.02833 0.8 0.7 -0.8 0.3391
H 3.39979 -2.84996 -0.95523 -0.4 0.1 -0.6 0.3480
C -0.16386 0.60673 0.30439 0.2 0.2 -0.7 0.6439
C -0.65069 -0.35760 1.18960 -1.3 2.0 -1.6 -0.5694
C 2.21238 0.11340 0.23965 1.9 0.2 0.2 0.1314
H -3.97445 0.16016 0.46391 2.0 0.4 0.8 0.2201
C -2.42593 1.26387 -0.34703 2.0 2.0 -1.7 -0.7005
F 2.26105 -0.20636 1.56928 -0.4 0.1 -0.5 -0.2512
H -3.12576 1.88380 -0.89719 0.2 -0.1 -0.1 0.4145
N 1.03909 1.85731 -1.00542 -2.5 -0.9 1.1 -0.0740
N -0.22621 2.25714 -1.19100 -0.4 0.3 -1.8 -0.8781
C -2.83524 0.37218 0.53583 -3.5 -2.4 0.1 -0.2684
H -0.09847 -0.69397 1.94260 2.7 -2.1 2.5 0.5965
C 1.17110 -2.68479 -1.08798 2.4 -0.3 -0.5 -0.5226
H 1.79487 2.36524 -1.30574 2.1 1.4 -0.7 0.2122
H 0.17996 -2.78175 -1.00632 -3.1 0.0 0.1 0.5272
C -1.98841 -0.47534 1.29328 -1.9 -0.5 0.7 -0.6645

No. 4
73
Properties=species:S:1:pos:R:3:forces:R:3:mulliken_charge:R:1 method="wB97M-V/def2-TZVPD" e_lumo_ha=-0.01125 gap_ev=8.6 e_homo_ha=-0.329
H -3.01316 8.10967 -3.40171 0.1 0.1 -0.2 0.3391
H 1.51672 -6.87237 1.49198 0.0 -0.3 0.0 0.0689
H 1.66975 -3.31401 -0.24487 -0.2 0.2 0.0 0.0474
H -0.29643 4.45266 1.50164 0.4 0.0 -0.8 0.5038
H 0.03631 -6.33181 0.67730 0.1 0.0 -0.1 0.3058
H 3.59787 -6.31988 -1.65548 -0.1 0.0 0.1 0.3300
H 0.04277 5.81958 -3.36636 0.0 0.1 0.0 0.1374
C 3.43672 -7.77210 4.06510 -0.2 -0.1 -0.2 0.8450
O -1.62374 1.07472 -0.33487 1.7 3.1 1.3 -0.6078
H 4.20868 4.25278 1.21641 -0.1 0.2 -0.3 0.2493
C -0.21822 4.66456 0.40710 0.7 1.5 0.0 -0.8380
S -0.51892 2.06355 -0.20456 -0.6 -5.3 -4.4 1.0977
O -2.44832 2.96914 1.88408 -0.2 1.6 -2.8 -0.6335
H -0.69719 5.66381 0.25455 0.3 -1.0 -0.1 0.5888
H 2.21175 -0.92816 -3.16785 0.0 0.0 0.1 0.2849
H -8.50703 -0.50581 0.14173 0.1 0.0 0.0 0.3017
H 3.07612 -7.99091 6.16281 0.2 0.0 0.1 0.3351
H -2.41515 9.01907 -2.00158 0.0 0.0 0.0 0.3106
H 2.07570 3.74682 1.66910 0.1 0.4 -0.8 0.3605
H -4.83891 -0.63711 -0.90858 0.1 0.1 0.2 0.3993
H 3.03031 -2.61516 0.65328 0.0 0.1 -0.1 0.2644
C -0.63584 6.58314 -3.74645 0.2 -0.2 0.2 -0.9576
C -5.32764 0.33376 -1.00771 -0.1 0.0 -0.2 -0.8245
C -6.82242 0.16200 -0.98069 -0.2 0.1 -0.4 0.7029
H -0.08959 7.22371 -4.44085 -0.2 0.0 -0.1 0.3672
H -7.20348 0.18598 1.12511 0.1 -0.2 0.1 0.3024
H -3.84695 5.46603 0.22748 0.1 0.1 0.0 0.3075
C 2.30231 3.87266 0.57914 -0.3 -0.4 -0.3 -0.3197
H 2.96520 -7.91048 -1.19154 0.1 -0.1 0.2 0.3552
C 3.11417 -6.88245 -0.85688 0.1 0.3 -0.3 -1.0880
C 1.78655 -6.25049 -0.53428 -0.2 0.2 -0.1 0.9018
H 4.09271 3.93885 -0.36483 0.1 0.3 0.1 0.2625
H 1.00776 -0.63319 -1.89924 -0.1 -0.1 0.0 0.0718
C -1.16095 7.40211 -2.59756 0.1 -0.1 0.2 0.8467
O 2.79428 -8.13791 3.10441 0.1 0.1 0.1 -0.5243
H 0.72258 -7.91756 0.27790 0.2 -0.1 0.2 0.3576
F 0.16421 1.75491 1.25057 -0.7 1.3 -2.1 -0.2469
H -5.01584 0.99468 -0.19947 0.1 -0.2 0.1 0.2177
N -1.08079 3.67830 -0.34155 -0.8 -0.9 1.9 0.0876
O 3.89979 -1.57013 -1.44148 -0.1 0.0 0.0 -0.5956
H 2.86110 -9.47275 5.21327 0.0 0.1 0.0 0.2899
C 1.24759 4.79122 -0.12987 0.0 0.0 0.6 -0.5818
O 1.39746 -5.26529 -1.12676 0.1 -0.2 0.0 -0.6080
C 0.96482 -6.88917 0.55115 -0.3 0.3 0.0 -0.8738
H 1.15476 -2.25415 -2.64703 -0.1 0.0 0.1 0.2926
H -5.03308 0.77824 -1.95890 -0.1 -0.1 0.0 0.2361
C -7.42560 -0.44172 0.26028 -0.3 0.0 -0.1 -1.0651
P -2.62283 3.68113 0.56415 -2.3 -1.3 3.2 0.9544
H 4.49943 -8.88535 5.55164 0.0 0.1 0.1 0.3382
H 2.28459 2.83041 0.16194 -0.2 0.9 0.3 0.2233
H 1.27043 4.67398 -1.24055 -0.1 -0.1 0.9 0.0392
O 0.42333 1.80619 -1.33250 -0.9 1.8 3.7 -0.5582
C 1.69981 -1.36926 -2.31249 0.2 0.1 -0.2 -0.7846
C 2.19297 -2.38673 -0.00733 0.2 0.0 0.2 -0.6838
H 5.28720 -6.70495 4.19571 0.0 0.1 0.2 0.3343
H -1.46302 6.09208 -4.26230 0.0 0.1 -0.2 0.3216
C 2.71300 -1.75717 -1.27037 0.3 0.0 -0.1 0.8734
C -2.12059 8.51564 -2.92217 0.0 0.1 0.3 -1.2121
H 1.57295 5.84481 0.06772 -0.3 -0.9 -0.1 0.3754
H -3.51515 2.85949 -1.26719 -0.2 -0.2 0.1 0.3506
H 1.52050 -1.69473 0.50465 -0.1 -0.1 -0.1 0.2672
H -7.02912 -1.44663 0.41576 0.1 0.1 0.2 0.3134
N 3.65179 4.46418 0.38849 -0.2 -0.7 0.3 -0.6870
H -1.63959 9.24105 -3.58038 -0.1 -0.1 -0.1 0.3482
O -0.82368 7.17364 -1.45479 -0.1 0.0 -0.2 -0.5119
O -7.51350 0.49601 -1.91885 0.1 0.0 0.1 -0.5654
H 4.11064 -6.01467 3.06304 0.0 0.0 0.1 0.2017
H 3.75747 -6.86570 0.02475 -0.1 -0.2 0.0 0.2269
O -3.13999 5.24423 0.85229 1.0 -2.3 -1.3 -0.4906
H 3.86401 -5.81061 4.80695 0.2 0.0 0.1 0.3259
C 3.47418 -8.58020 5.33486 -0.2 -0.2 -0.1 -1.1645
C 4.22887 -6.49153 4.03599 -0.1 0.1 -0.3 -0.9868
O -3.84244 2.99542 -0.36243 2.4 1.8 0.6 -0.4534

No. 5
11
Properties=species:S:1:pos:R:3:forces:R:3:mulliken_charge:R:1 method="wB97M-V/def2-TZVPD" e_lumo_ha=-0.00357 gap_ev=9.8 e_homo_ha=-0.365
N -2.01103 -1.04691 0.08982 3.1 -0.5 -0.7 -0.6919
N -1.56374 1.30315 -0.05117 -3.9 -3.8 2.0 -0.6715
H -1.56592 -2.06447 0.10136 -1.0 2.8 -0.2 0.2221
C 0.29886 -0.39086 -0.14922 3.3 -3.3 -1.3 -0.1661
C 1.40107 0.36012 -0.19556 3.1 3.3 1.1 -0.1631
H -2.66914 1.04342 0.52714 4.0 1.2 -2.7 0.3793
H -1.08306 1.58445 0.78036 0.7 0.9 0.6 0.2817
H 1.64699 1.60433 -0.35791 -1.3 -4.0 0.6 0.2817
C -1.09306 -0.11780 -0.13136 -4.3 0.1 1.3 0.6702
F 2.72518 -0.16825 0.19943 -3.4 0.6 -1.5 -0.2602
H 0.52669 -1.55599 -0.25949 -0.3 2.6 0.9 0.1178

No. 6
13
Properties=species:S:1:pos:R:3:forces:R:3:mulliken_charge:R:1 method="wB97M-V/def2-TZVPD" e_lumo_ha="0.12458 / 0.12458" gap_ev="7.5 / 7.5" total_charge=-1 e_homo_ha="-0.152 / -0.153"
H -2.06354 -0.13164 1.21266 -1.9 2.0 1.2 0.3321
C -0.77255 3.01488 0.24752 0.1 1.2 0.0 0.0181
H 1.70829 -0.27281 -0.28497 -0.2 -0.1 -0.2 0.4320
H -0.88292 4.06996 0.33898 -0.4 -0.1 -0.1 0.4302
O 2.18674 -0.43423 1.10944 1.7 -1.5 0.5 -0.7235
C 1.30731 0.29080 1.56432 -2.1 2.8 -0.7 0.7247
C 0.39795 0.75392 0.29649 0.0 -4.8 1.6 0.1676
H -1.39504 -1.71499 1.31326 1.0 2.3 -1.6 0.2446
C -1.34352 -0.65423 0.71643 2.4 -2.5 0.5 -0.7019
O 0.95163 0.24576 -0.76064 0.5 0.0 -1.6 -0.5691
C -0.25699 1.93870 0.19388 -1.2 1.5 0.4 -0.4225
Br -2.01711 -0.98274 -1.03649 -0.2 -0.2 -0.6 -0.2322
O 1.03779 0.83735 2.62195 0.4 -0.6 0.8 -0.7002